This record from the OMol25 dataset describes 6 unconnected molecules or ions with the total composition C2H16O6. The level of theory is ωB97M-V/def2-TZVPD.

XYZ file:
```
24
Properties=species:S:1:pos:R:3:forces:R:3:mulliken_spin:R:1
C 1.319568 0.633332 1.824106 1.5802 0.3812 0.9310 0.023
O 2.139084 0.005717 0.722170 -2.3735 1.0530 2.9761 0.694
C -0.007441 1.240924 1.434344 -2.7733 -1.3207 -2.5319 0.091
H 1.008561 -0.131058 2.660037 0.8954 0.3908 -1.5500 0.100
H 2.017542 1.345560 2.229000 0.1756 0.1540 0.3077 -0.003
H 1.484393 -0.683084 0.459766 -0.6885 -1.7070 -1.3687 -0.015
H -0.678534 0.398557 1.057375 0.7921 1.0579 0.3793 -0.003
H -0.685452 1.762996 2.125659 1.1217 -0.4224 0.8305 -0.006
H 0.020169 1.942200 0.585083 0.6951 -0.2352 0.0794 0.017
H -3.046868 0.501816 -1.442838 0.3713 0.0372 1.3987 0.000
H -1.603489 0.201709 -1.287491 0.3737 0.3101 0.1948 0.000
O -2.379283 0.408778 -0.710707 -0.9857 0.3330 -1.6112 0.001
H 2.148881 0.819433 -0.837554 0.5110 0.0816 -1.0078 -0.016
H 2.038751 2.282885 -1.028648 0.0584 -0.2218 -1.1071 -0.005
O 2.065440 1.463248 -1.578126 -0.2490 0.3875 1.8817 0.123
H 0.454154 0.495687 -2.250677 0.0305 0.8929 -0.4757 0.002
H 0.135683 -0.818876 -1.693215 -0.5173 -0.5093 -0.2248 0.000
O -0.293240 -0.102483 -2.190625 0.5538 -0.4388 0.1836 -0.001
H -2.277354 -0.933555 0.210270 0.0047 -0.7612 0.3415 0.000
H -2.499616 -2.272778 -0.378643 0.3837 -0.2821 0.7770 0.000
O -2.067964 -1.900968 0.421434 -0.6327 0.6936 -0.7893 0.000
H 0.797941 -2.784850 -0.221653 -0.0241 -0.1245 -0.1175 0.000
H -0.474792 -1.956752 0.191407 -0.8612 -0.2397 -0.2011 0.000
O 0.383865 -1.918438 -0.300474 1.5582 0.4899 0.7037 -0.001
```
Positions in Å, forces in eV/Å.

Values from the calculation:
**Electronic energy**: -536.8395 hartree
**Energy relative to the best compared isomer or geometry (same formula, charge and spin)**: 59.4 kJ/mol
**2S+1**: 2
**HOMO energy (spin up / spin down)**: -14.8 / -14.8 eV
**Net charge**: +1

This record from the OMol25 dataset describes a molecular structure, C39H48N3O5S2TaTe. The level of theory is ωB97M-V/def2-TZVPD.

XYZ file:
```
99
Properties=species:S:1:pos:R:3:forces:R:3:lowdin_charge:R:1
Ta 0.087211 -0.162233 0.213491 0.2511 -0.7884 -0.7313 1.727
C 0.272658 -2.838815 4.265721 0.0090 -0.1009 0.0059 0.025
C -0.325286 -1.577067 3.689598 -0.0080 0.2156 -0.2153 -0.494
C -1.617904 -1.161207 4.358934 -0.0134 -0.0385 0.0301 0.022
O 0.643852 -0.475057 3.673127 -0.0710 -0.1396 0.0770 -0.022
C -0.438936 -1.620297 2.166054 -0.2244 0.1834 0.3458 -0.457
O 0.322623 -2.225339 1.400499 0.2042 0.4044 -0.2299 0.018
O -1.180934 -0.684341 1.583959 -0.4137 -0.0832 0.4414 -0.126
H 0.447102 -2.697915 5.332884 -0.0103 -0.0077 0.0110 0.118
H 1.215220 -3.112543 3.793166 0.0063 0.0318 -0.0449 0.086
H -0.419050 -3.674114 4.155920 -0.0063 -0.0018 0.0311 0.119
H -1.425203 -0.966256 5.413710 -0.0055 -0.0292 0.0142 0.116
H -2.355024 -1.962385 4.298256 -0.0109 -0.0065 0.0201 0.117
H -2.038366 -0.264777 3.908345 0.0267 0.0140 -0.0226 0.088
H 1.077538 -0.434088 4.537534 -0.0277 -0.0455 0.0165 0.134
O 0.195907 1.672888 0.971897 0.2167 -0.0817 0.0536 -0.701
S 1.268212 2.461066 1.869972 -0.0970 -0.0828 -0.1542 1.126
C 1.350660 4.073937 1.044471 0.0017 0.1830 0.1062 -0.267
C 0.764889 5.092195 2.032352 -0.0449 -0.0984 -0.0204 -0.178
C -0.361211 4.366586 2.762595 0.0929 0.0797 0.0727 -0.188
C 0.247569 3.047510 3.230139 -0.1699 0.0454 0.0571 -0.277
H 0.723101 3.958476 0.157614 0.0165 -0.0272 -0.0035 0.062
H 2.383019 4.257191 0.751610 0.0099 -0.0001 0.0046 0.112
H 0.411877 5.964717 1.485416 0.0044 0.0063 -0.0171 0.132
H 1.523225 5.430501 2.739140 0.0318 0.0021 -0.0203 0.134
H -1.204613 4.188290 2.093530 -0.0291 -0.0373 -0.0149 0.112
H -0.720346 4.933134 3.620910 -0.0279 -0.0102 -0.0068 0.143
H -0.445396 2.239796 3.467645 0.0360 -0.0073 0.0416 0.098
H 0.936518 3.178578 4.068480 0.0232 0.0234 -0.0039 0.123
C 5.296826 -2.627555 1.270828 -0.0109 -0.0027 -0.0015 -0.125
C 4.249171 -2.349372 2.327323 0.0375 0.0424 -0.0892 -0.109
N 3.133199 -1.605702 1.709930 -0.0420 -0.1955 0.4006 0.131
C 3.227230 -0.878590 0.620446 0.0793 0.3162 -0.6029 -0.283
N 2.079450 -0.242329 0.137057 -0.0265 0.0078 -0.1226 -0.111
C 2.223846 0.642829 -1.035173 -0.0179 -0.0375 0.3339 -0.250
C 3.236078 0.092119 -2.010676 0.0335 0.1427 -0.1667 -0.116
C 4.549895 0.028086 -1.266240 -0.1259 -0.0363 0.1853 -0.089
N 4.382953 -0.727210 -0.011692 0.1511 -0.1124 0.0461 0.010
C 5.621946 -1.338440 0.544799 -0.1301 0.0697 0.0042 -0.082
H 4.932673 -3.373477 0.562160 0.0141 -0.0099 0.0038 0.135
H 6.199766 -3.022710 1.733189 -0.0079 -0.0029 0.0028 0.144
H 4.659676 -1.754954 3.144782 -0.0131 -0.0041 0.0064 0.140
H 3.837902 -3.267757 2.741176 0.0196 -0.0098 -0.0077 0.136
H 2.222711 -1.721416 2.123737 -0.0388 0.1156 -0.0053 0.098
H 2.461870 1.662961 -0.717127 0.0428 -0.0183 -0.1031 0.125
H 1.227784 0.717852 -1.542892 0.0123 0.0696 -0.0099 0.049
H 3.330571 0.757187 -2.869771 0.0019 -0.0578 -0.0141 0.145
H 2.928078 -0.894446 -2.362412 0.0401 -0.0087 -0.0059 0.131
H 4.914645 1.032480 -1.037337 0.0481 -0.0135 -0.0030 0.150
H 5.317322 -0.475218 -1.849433 -0.0484 -0.0284 -0.0449 0.145
H 6.100130 -0.611643 1.204391 0.0081 -0.0035 0.0042 0.149
H 6.286093 -1.517049 -0.296940 0.0218 -0.0215 0.0205 0.138
Te -1.725881 1.233459 -1.685480 0.1594 0.0955 0.1014 1.601
C -0.937849 3.189294 -1.716396 -0.0178 -0.3731 -0.0471 -0.514
C -1.635202 4.241149 -1.148031 0.2950 0.3334 -0.0639 -0.107
C -1.110995 5.526861 -1.291917 -0.1683 -0.0985 0.1020 -0.042
C 0.077063 5.734884 -1.976262 0.0821 -0.0090 -0.0462 -0.036
C 0.759453 4.662548 -2.544223 -0.0390 -0.1056 -0.0240 -0.049
C 0.247101 3.375280 -2.424992 -0.0508 0.2732 -0.0157 -0.163
C -3.402574 1.577980 -0.472843 0.1761 -0.1720 -0.0887 -0.522
C -4.628733 1.511980 -1.123518 -0.0809 0.0589 0.1408 -0.120
C -5.779717 1.791817 -0.393195 0.0444 -0.0289 -0.0975 -0.028
C -5.688516 2.113556 0.952327 0.0160 -0.0010 0.0108 -0.021
C -4.450630 2.162637 1.586034 0.0815 -0.0002 0.0197 -0.044
C -3.288959 1.892375 0.877266 -0.2124 0.0490 0.0091 -0.152
H -2.570381 4.099126 -0.628032 -0.0909 -0.0680 0.0166 0.105
H -1.661305 6.364802 -0.884073 0.0280 0.0423 -0.0086 0.130
H 0.461899 6.738602 -2.098880 -0.0076 0.0112 0.0034 0.130
H 1.663913 4.835258 -3.112995 -0.0007 0.0066 0.0037 0.125
H 0.736231 2.550939 -2.935552 0.0031 0.0266 0.0074 0.094
H -4.695816 1.270662 -2.176723 -0.0383 -0.0039 -0.0053 0.105
H -6.743486 1.763273 -0.883090 -0.0069 -0.0010 -0.0002 0.130
H -6.587555 2.332515 1.511964 -0.0063 0.0040 0.0145 0.130
H -4.392147 2.420658 2.635155 -0.0227 0.0017 0.0148 0.120
H -2.323571 1.949103 1.361958 0.0227 -0.0037 0.0149 0.070
O -0.249325 -1.420836 -1.261242 0.1030 0.1186 0.2062 -0.753
S -0.177195 -2.996133 -1.655430 -0.0108 0.0728 0.1643 1.205
C -1.762589 -3.586230 -1.250423 0.1099 0.0575 -0.1236 -0.434
C -2.894100 -3.082996 -1.899874 -0.1610 -0.2042 0.1662 -0.055
C -4.123043 -3.606078 -1.545432 0.0340 0.0591 -0.0645 -0.020
C -4.205278 -4.617714 -0.586291 0.0089 0.0204 -0.0087 -0.004
C -3.067557 -5.110151 0.037443 0.0698 -0.0295 0.0245 -0.026
C -1.821281 -4.590432 -0.285950 -0.1836 0.0244 -0.0268 -0.063
C -0.189117 -2.912654 -3.420624 0.0657 0.1430 -0.0336 -0.400
C 0.381891 -1.820026 -4.068785 -0.0742 -0.1144 -0.1277 -0.082
C 0.468234 -1.850422 -5.452200 0.0149 0.0116 0.0464 -0.034
C 0.019625 -2.960995 -6.157255 0.0156 0.0510 -0.0360 -0.014
C -0.526027 -4.046727 -5.490075 -0.0485 -0.0959 0.0592 -0.014
C -0.638514 -4.037018 -4.106460 0.0615 0.1138 -0.0496 -0.050
H -2.814558 -2.334342 -2.677940 0.0537 0.0077 -0.0018 0.124
H -5.017833 -3.248708 -2.036979 -0.0226 -0.0262 0.0241 0.129
H -5.170227 -5.037824 -0.335844 -0.0209 0.0063 -0.0099 0.133
H -3.147653 -5.910509 0.760012 -0.0037 -0.0051 0.0049 0.129
H -0.920724 -4.975155 0.174648 0.0373 0.0008 0.0046 0.121
H 0.730029 -0.951862 -3.525616 -0.0160 -0.0230 0.0602 0.082
H 0.888272 -1.007093 -5.983097 -0.0002 0.0006 -0.0138 0.124
H 0.096409 -2.978116 -7.235775 -0.0001 -0.0009 -0.0103 0.132
H -0.873425 -4.907267 -6.045158 -0.0005 -0.0063 0.0019 0.134
H -1.067084 -4.883515 -3.587253 -0.0167 -0.0239 0.0075 0.128
```
Positions in Å, forces in eV/Å.

Values from the calculation:
**Electronic energy**: -3175.5461 hartree
**Energy relative to the best compared isomer or geometry (same formula, charge and spin)**: 33.3 kJ/mol
**2S+1**: 1
**HOMO energy**: -18.7 eV
**Net charge**: +4

This record from the OMol25 dataset describes a molecular structure, C28H45F9OOsP2. The level of theory is ωB97M-V/def2-TZVPD.

XYZ file:
```
86
Properties=species:S:1:pos:R:3:forces:R:3:mulliken_spin:R:1
Os -0.791233 0.341802 -1.872119 6.4041 4.7465 4.3222 0.708
C 0.109857 -2.296627 -1.114437 1.0711 0.5482 -1.7700 0.274
C 0.157188 -1.623713 -2.422289 0.3024 -0.3686 0.2935 0.297
C 1.789666 -0.684320 -0.993669 -1.2409 -1.7487 -2.7367 0.261
C 1.228065 -1.866164 -0.389903 0.0475 2.0293 0.5417 0.072
C 1.172869 -0.601959 -2.361233 0.1478 -0.6669 2.4309 0.063
C -0.627233 -3.528004 -0.850426 -1.7641 -1.0796 -0.1613 0.012
H -1.715165 -3.433449 -1.143678 0.9891 -0.1049 0.2550 0.003
H -0.604602 -3.848611 0.201044 0.0659 0.1929 -0.4197 0.003
H -0.233519 -4.378519 -1.455731 -0.1903 0.5783 0.3024 0.009
C 1.862096 -2.444362 0.799386 -0.2919 -1.4437 0.8748 0.137
H 1.321640 -3.324559 1.216329 0.2180 0.8012 -0.2142 -0.001
H 2.022403 -1.688672 1.608152 -0.2115 -0.5690 -0.6237 -0.002
H 2.848532 -2.851931 0.570705 0.2144 0.2401 -0.1920 0.015
C 3.048542 -0.074572 -0.628043 1.7961 0.3743 1.0155 0.009
H 3.888167 -0.683303 -1.048469 -0.5139 0.2853 0.0939 0.026
H 3.244412 -0.088543 0.471596 -0.2692 0.0952 -0.9198 -0.001
H 3.204914 0.944062 -1.009124 -0.1141 -0.4342 0.1337 0.011
C 1.727974 0.172631 -3.483260 -0.9142 0.0411 -1.5132 -0.004
H 1.870781 -0.492366 -4.375432 0.1931 0.6645 0.7233 0.003
H 2.609817 0.739497 -3.232494 0.3652 -0.0790 -0.0047 0.001
H 0.940193 0.893398 -3.775305 0.8839 -0.0667 -0.3292 0.012
C -0.545673 -2.079417 -3.664649 -0.4839 -0.2496 0.1981 -0.024
H -0.030547 -2.888632 -4.197532 0.0221 0.1294 0.1797 0.002
H -0.663922 -1.217807 -4.328434 0.1074 -0.5042 -0.1149 0.010
H -1.553760 -2.446688 -3.374848 0.6078 0.1055 -0.4233 0.005
C -2.829095 0.993382 -0.724126 1.0531 -2.0153 0.0946 0.296
C -2.446236 -0.231944 -1.484369 -8.3666 -1.9628 1.3185 0.035
C -3.269080 -0.359620 -2.793360 -1.2561 -1.5550 0.1506 0.067
C -2.720373 0.342104 -3.997921 0.9081 0.0095 -0.7176 0.025
C -1.459130 1.100775 -3.571385 -1.5553 2.1157 -2.5165 0.164
C -1.678160 2.328365 -2.808793 -0.0852 -2.7895 -0.8250 -0.052
C -3.056660 2.807660 -2.479447 -0.7573 0.9871 0.2589 0.013
C -3.685000 2.042971 -1.288752 -1.5702 2.3657 -0.4007 0.035
H -4.325330 -0.064318 -2.685620 0.3790 -0.2797 0.5240 -0.004
H -3.481414 0.972175 -4.465363 0.3106 0.1537 0.0025 0.012
H -3.278774 -1.434153 -2.989128 -0.2941 0.0643 -0.1051 0.001
H -4.695809 1.707692 -1.655462 0.9057 -0.3598 0.6495 0.014
H -2.807053 0.971506 0.379215 0.4983 -0.0731 -0.8095 0.017
H -2.519284 -1.192830 -0.940250 0.0652 0.4732 0.2813 0.011
H -3.956027 2.830327 -0.528368 0.3843 -1.0494 -0.4143 0.004
H -2.979756 3.900397 -2.239877 -0.1123 -0.9285 -0.0594 0.004
H -0.958539 3.101817 -2.840397 0.8793 0.4224 -0.0733 -0.023
H -3.765273 2.780390 -3.346733 0.8880 -0.1625 0.3998 0.000
H -2.420674 -0.393809 -4.755687 -0.2361 0.2973 0.1347 0.002
H -0.744204 1.164649 -4.367487 0.4305 0.0666 -0.4341 0.003
P -1.435421 -0.860504 1.723090 0.6714 -0.1131 -0.8410 0.208
C -0.747428 -2.227865 2.682429 0.1056 -0.1495 -0.0674 0.053
H -1.419060 -2.369162 3.533405 0.2428 -0.2528 0.1138 0.006
H 0.267204 -1.972803 3.018856 -0.5721 -0.2142 -0.0636 -0.015
H -0.713072 -3.131390 2.059797 -0.0863 0.1905 0.4654 -0.006
C -1.306450 0.474232 2.943576 -0.3811 0.2407 -0.0419 0.044
H -2.067165 0.273030 3.710956 0.3285 0.3297 0.0970 0.010
H -1.474774 1.462381 2.479201 0.0288 -0.5068 0.4558 -0.010
H -0.285866 0.423578 3.357161 -0.5228 0.0908 -0.0020 -0.011
C -3.180638 -1.379771 1.568665 0.2697 0.1353 0.0291 0.034
H -3.768262 -0.644216 1.006127 -0.0450 -0.3207 0.3785 -0.003
H -3.550796 -1.513069 2.591761 -0.3371 -0.1210 -0.3226 0.006
H -3.170561 -2.325060 0.999336 -0.1670 0.2613 0.4291 -0.001
P 0.310747 2.108667 -0.044830 0.0087 -0.4882 -0.7277 0.242
C 1.265543 2.942278 -1.366324 0.0355 0.1446 0.0016 0.013
H 1.220690 4.027165 -1.242042 0.1855 -0.0441 -0.0678 0.000
H 0.829492 2.674983 -2.336002 0.3530 0.2244 0.2584 -0.015
H 2.307237 2.604848 -1.356071 -0.2530 0.2613 0.0318 0.001
C -1.039755 3.262331 0.310840 -0.0891 0.1757 0.0488 0.031
H -1.726362 3.234805 -0.534148 0.1953 0.2333 0.2555 -0.017
H -0.668109 4.279744 0.438910 0.0021 -0.0008 0.1409 0.003
H -1.593228 2.948539 1.201220 0.1351 0.1885 -0.1454 -0.007
C 1.426150 2.211153 1.403101 0.1753 -0.1105 0.3189 0.056
H 1.787719 3.230189 1.586491 -0.1437 -0.0412 -0.2932 0.008
H 2.293948 1.563203 1.256018 -0.1645 0.2394 -0.1131 -0.006
H 0.955980 1.881819 2.334763 -0.1753 0.0611 -0.3442 -0.004
F 4.064482 -2.540379 3.000971 -0.3032 1.3591 0.3407 0.004
C 4.266515 -1.219513 3.260097 2.7819 -0.7837 -0.5944 0.036
F 5.216767 -1.150645 4.235491 -1.3529 0.1050 -1.2771 0.007
F 4.822181 -0.704663 2.126857 -0.8177 -0.1382 0.8660 0.001
C 2.952775 -0.458192 3.653472 1.2544 -1.1455 2.9307 -0.009
O 2.078571 -0.372455 2.668742 -0.3889 0.8101 -0.3325 0.705
C 2.395476 -1.271633 4.902500 -0.3182 -1.0611 1.3999 -0.004
F 3.329813 -1.506625 5.867967 -1.3001 0.3351 -1.3508 0.001
F 1.348820 -0.638779 5.481907 0.7633 -0.3135 -0.6881 0.000
F 1.946598 -2.488739 4.473391 0.2668 1.1328 0.2543 0.000
C 3.368250 0.972612 4.236900 1.0223 1.9492 0.5276 0.090
F 4.091621 0.908766 5.382599 -1.0667 -0.3337 -1.6037 0.018
F 4.110509 1.644434 3.322898 -0.6310 -0.7724 0.4894 0.006
F 2.284272 1.729998 4.497091 0.3788 -0.8535 -0.3576 0.005
```
Positions in Å, forces in eV/Å.

Values from the calculation:
**Electronic energy**: -2840.4607 hartree
**Energy relative to the best compared isomer or geometry (same formula, charge and spin)**: 442.4 kJ/mol
**2S+1**: 5
**HOMO energy (spin up / spin down)**: -13.3 / -13.5 eV
**Net charge**: +2